# 1
The following is a DFT calculation (ωB97M-V/def2-TZVPD) of the molecule C2HF3OS.

Each line ends with the Löwdin charge.
Cartesian coordinates (Å):
1 C 0.5144 -0.1417 -0.1902  -0.679
2 C -0.9305 -0.3355 0.2984  -0.641
3 H 2.2810 1.2203 -0.7046  -0.086
4 O 1.1964 -1.0905 -0.4710  0.073
5 F -1.5709 0.8332 0.4232  0.114
6 F -1.6080 -1.1053 -0.5587  0.167
7 F -0.9146 -0.9321 1.4957  0.164
8 S 1.0322 1.5516 -0.2928  0.888

Properties
- Net charge: 0
- Lowest unoccupied orbital energy: 0.14 eV
- ΔE to the lowest compared entry with this formula, charge and spin: 0.007 eV
- Kohn-Sham gap: 0.4037 hartree
- Spin multiplicity: 1
- Strongest force on any atom: 1.068 eV/Å
- Structure (SMILES): O=C(S)C(F)(F)F

***

# 2
The following is a DFT calculation (ωB97M-V/def2-TZVPD) of C2HF6NO4RhS2 as an isolated structure.

Each line ends with the Löwdin charge.
Cartesian coordinates (Å):
1 N 0.8046 -1.2113 0.3932  -0.324
2 S 1.6346 -0.2093 -0.6504  1.103
3 O 2.3075 -1.0411 -1.6985  -0.219
4 C 3.0284 0.1635 0.5457  -0.730
5 F 3.6189 -0.9406 0.9675  0.200
6 F 2.5673 0.8441 1.5834  0.168
7 F 3.9200 0.9078 -0.0984  0.169
8 S -0.6404 -0.7750 0.8416  0.691
9 O -0.7889 0.7192 0.9597  -0.577
10 O -1.1134 -1.5181 1.9976  -0.202
11 Rh -1.1431 2.3880 0.2914  1.195
12 O -2.4448 2.8799 -0.8467  -0.356
13 H -3.3862 2.7299 -0.7540  0.028
14 C -1.8937 -1.1304 -0.6279  -0.654
15 F -1.9346 -0.2268 -1.5916  0.156
16 F -1.4435 -2.2384 -1.1897  0.161
17 F -3.0926 -1.3415 -0.1228  0.192

Properties
- Net charge: +1
- Lowest unoccupied orbital energy (spin up / spin down): -4.33 / -8.97 eV
- ΔE to the lowest compared entry with this formula, charge and spin: 0.000 eV
- Kohn-Sham gap (spin up / spin down): 0.3689 / 0.2083 hartree
- Spin multiplicity: 5
- Strongest force on any atom: 4.947 eV/Å

***

# 3
The following is a DFT calculation (ωB97M-V/def2-TZVPD) of C2HFFeO2 as an isolated structure.

Each line ends with the Löwdin charge.
Cartesian coordinates (Å):
1 C 0.6501 0.5158 -0.1880  -0.256
2 C 0.3930 -0.8414 -0.0233  -0.034
3 O 0.6777 -1.9635 0.1104  0.373
4 O -0.3114 1.3785 -0.1623  0.204
5 Fe 2.5749 1.1727 0.1164  1.578
6 H -1.9133 0.4056 0.0305  0.216
7 F -2.0711 -0.6677 0.1162  -0.081

Properties
- Net charge: +2
- Lowest unoccupied orbital energy (spin up / spin down): -12.98 / -14.85 eV
- ΔE to the lowest compared entry with this formula, charge and spin: 0.960 eV
- Kohn-Sham gap (spin up / spin down): 0.2705 / 0.2704 hartree
- Spin multiplicity: 7
- Strongest force on any atom: 5.509 eV/Å

***

# 4
The following is a DFT calculation (ωB97M-V/def2-TZVPD) of C2HFI4 as an isolated structure.

Each line ends with the Löwdin charge.
Cartesian coordinates (Å):
1 C -1.1596 0.3227 0.4784  -0.723
2 C 1.0768 -0.5228 -0.4103  -1.989
3 F -0.6563 0.9055 1.6467  -0.242
4 I -1.5496 1.9545 -0.7452  0.804
5 I 0.9406 -0.2577 -2.4595  0.670
6 I 2.4823 0.6240 0.5713  0.759
7 I 0.8234 -2.5606 0.1759  0.647
8 H -1.9576 -0.4658 0.7427  0.074

Properties
- Net charge: 0
- Lowest unoccupied orbital energy (spin up / spin down): -1.28 / -1.01 eV
- ΔE to the lowest compared entry with this formula, charge and spin: 1.788 eV
- Kohn-Sham gap (spin up / spin down): 0.2698 / 0.2699 hartree
- Spin multiplicity: 1
- Strongest force on any atom: 1.930 eV/Å

***

# 5
The following is a DFT calculation (ωB97M-V/def2-TZVPD) of C2HFKO as an isolated structure.

Each line ends with the Löwdin charge.
Cartesian coordinates (Å):
1 H 0.3685 -0.7133 1.9536  0.213
2 C 0.2181 -0.4372 0.5125  -0.217
3 C 1.4549 -0.6479 1.1058  -0.047
4 O -0.3327 0.3281 -0.2123  -0.038
5 F 2.1422 -1.6866 0.6807  0.069
6 K -0.9079 2.2911 -1.8180  1.019

Properties
- Net charge: +1
- Lowest unoccupied orbital energy: -4.28 eV
- ΔE to the lowest compared entry with this formula, charge and spin: 2.419 eV
- Kohn-Sham gap: 0.3603 hartree
- Spin multiplicity: 1
- Strongest force on any atom: 4.068 eV/Å

***

# 6
The following is a DFT calculation (ωB97M-V/def2-TZVPD) of a 2-piece molecular cluster, C2HFN2O2 overall.

Each line ends with the Löwdin charge.
Cartesian coordinates (Å):
1 C -0.4432 0.7375 -0.1904  0.103
2 C 2.1011 0.3768 -0.4503  -0.202
3 N 2.8605 -0.0094 0.3265  -0.058
4 N -0.2632 1.6539 0.4278  -0.211
5 O 0.0899 2.5008 1.2178  0.021
6 O 3.2074 -0.5207 1.3457  0.042
7 F 2.0343 1.1665 -1.4166  0.182
8 H -0.6664 -0.1004 -0.8763  0.124

Properties
- Net charge: 0
- Lowest unoccupied orbital energy: -0.48 eV
- ΔE to the lowest compared entry with this formula, charge and spin: 7.883 eV
- Kohn-Sham gap: 0.3451 hartree
- Spin multiplicity: 1
- Strongest force on any atom: 6.216 eV/Å
- Structure (SMILES): [O-][N+]#CF.C#[N+][O-]

***

# 7
The following is a DFT calculation (ωB97M-V/def2-TZVPD) of the molecule C2HFN2OS.

Each line ends with the Löwdin charge.
Cartesian coordinates (Å):
1 C -1.2008 -0.4153 -0.0840  -0.441
2 C 0.9981 -0.2747 -0.0504  -0.944
3 H 0.7623 1.8103 0.1666  0.163
4 N -1.0337 0.8322 -0.0528  0.176
5 N 0.3397 0.8990 0.0121  0.018
6 O -0.0673 -1.1538 -0.0194  0.094
7 F -2.3228 -1.0563 0.0356  0.196
8 S 2.5245 -0.6415 -0.0076  0.738

Properties
- Net charge: 0
- Lowest unoccupied orbital energy: 0.62 eV
- ΔE to the lowest compared entry with this formula, charge and spin: 0.124 eV
- Kohn-Sham gap: 0.3578 hartree
- Spin multiplicity: 1
- Strongest force on any atom: 2.811 eV/Å
- Structure (SMILES): Fc1n[nH]c(=S)o1

***

# 8
The following is a DFT calculation (ωB97M-V/def2-TZVPD) of a 2-piece molecular cluster, C2HFO2S overall.

Each line ends with the Löwdin charge.
Cartesian coordinates (Å):
1 C -1.2296 0.0012 2.0011  -0.060
2 C -0.6771 0.1386 0.9534  -0.027
3 O 0.1669 0.9129 -2.2114  -0.258
4 O 0.7996 -1.4466 -1.6367  -0.255
5 F 2.0956 0.4680 -0.7081  -0.217
6 S 0.6350 -0.0742 -1.2972  0.805
7 H -1.7903 0.0001 2.8988  0.012

Properties
- Net charge: 0
- Lowest unoccupied orbital energy (spin up / spin down): -3.48 / -3.43 eV
- ΔE to the lowest compared entry with this formula, charge and spin: 3.061 eV
- Kohn-Sham gap (spin up / spin down): 0.2862 / 0.2862 hartree
- Spin multiplicity: 1
- Strongest force on any atom: 4.539 eV/Å

***

# 9
The following is a DFT calculation (ωB97M-V/def2-TZVPD) of C2HFO2V as an isolated structure.

Each line ends with the Löwdin charge.
Cartesian coordinates (Å):
1 C -1.1247 -0.3812 -0.0179  -0.057
2 H -1.3309 -1.4145 -0.3316  0.095
3 F -2.2929 -0.1780 0.7664  -0.118
4 O 0.1150 0.1006 -1.1496  -0.060
5 C 0.7791 -0.4736 -0.2190  -0.617
6 O 1.2276 -0.9770 0.8346  -0.018
7 V 1.1153 1.3721 0.7169  0.774

Properties
- Net charge: 0
- Lowest unoccupied orbital energy (spin up / spin down): -1.07 / -1.19 eV
- Kohn-Sham gap (spin up / spin down): 0.2011 / 0.2130 hartree
- Spin multiplicity: 4
- Strongest force on any atom: 5.254 eV/Å

***

# 10
The following is a DFT calculation (ωB97M-V/def2-TZVPD) of C2HFO2Zn as an isolated structure.

Each line ends with the Löwdin charge.
Cartesian coordinates (Å):
1 C -0.2506 0.2900 0.3903  -0.067
2 C -1.3895 -0.1282 -0.2649  -0.026
3 O -2.1535 -0.9453 -0.5714  0.297
4 Zn 2.0895 0.1460 -0.8340  1.161
5 F 0.5566 1.1926 -0.4084  -0.137
6 H -0.2587 0.5873 1.4387  0.152
7 O 1.4062 -1.1424 0.2497  -0.380

Properties
- Net charge: +1
- Lowest unoccupied orbital energy (spin up / spin down): -7.57 / -7.41 eV
- ΔE to the lowest compared entry with this formula, charge and spin: 2.725 eV
- Kohn-Sham gap (spin up / spin down): 0.2455 / 0.2880 hartree
- Spin multiplicity: 2
- Strongest force on any atom: 2.738 eV/Å

***

# 11
The following is a DFT calculation (ωB97M-V/def2-TZVPD) of C2HGdO2 as an isolated structure.

Each line ends with the Löwdin charge.
Cartesian coordinates (Å):
1 C -0.1368 1.1352 -0.0909  -0.491
2 C 0.3533 2.1228 0.4398  0.039
3 H 0.7375 3.0523 0.8121  -0.003
4 O 0.2728 -4.0213 -0.0247  -0.825
5 Gd -0.6462 -2.3129 -0.6661  1.682
6 O -0.5805 0.0240 -0.4703  -0.403

Properties
- Net charge: 0
- Lowest unoccupied orbital energy (spin up / spin down): -1.94 / -2.28 eV
- Kohn-Sham gap (spin up / spin down): 0.2239 / 0.2124 hartree
- Spin multiplicity: 8
- Strongest force on any atom: 2.664 eV/Å

***

# 12
The following is a DFT calculation (ωB97M-V/def2-TZVPD) of C2HGdO4 as an isolated structure.

Each line ends with the Löwdin charge.
Cartesian coordinates (Å):
1 O -5.1896 0.5796 0.0185  0.042
2 C -4.0675 0.6367 0.0961  -0.034
3 H -0.3119 -0.3021 0.1520  0.227
4 O 0.2998 -1.0243 -0.2048  0.236
5 C 1.5053 -0.5197 -0.1926  -0.701
6 O 1.8320 0.4341 -0.9670  -0.067
7 O 2.1026 -0.5585 0.9369  -0.024
8 Gd 3.8292 0.7542 0.1610  2.321

Properties
- Net charge: +2
- Lowest unoccupied orbital energy (spin up / spin down): -11.68 / -14.86 eV
- Kohn-Sham gap (spin up / spin down): 0.2137 / 0.0969 hartree
- Spin multiplicity: 8
- Strongest force on any atom: 4.917 eV/Å

***

# 13
The following is a DFT calculation (ωB97M-V/def2-TZVPD) of a 2-piece molecular cluster, C2HI2N3 overall.

Each line ends with the Löwdin charge.
Cartesian coordinates (Å):
1 C 0.5858 -2.1980 2.8893  -0.348
2 C 1.1466 -0.5807 1.1058  -0.711
3 N 0.4219 -3.0949 3.5845  0.169
4 N 0.6652 -1.3457 1.9415  -0.018
5 N -0.2804 0.8088 0.4878  -0.578
6 I 3.0678 -0.2755 0.3712  0.872
7 I -2.1186 0.1769 0.9735  0.714
8 H -0.0135 0.3301 -0.3677  -0.101

Properties
- Net charge: 0
- Lowest unoccupied orbital energy (spin up / spin down): -1.51 / -1.51 eV
- ΔE to the lowest compared entry with this formula, charge and spin: 2.912 eV
- Kohn-Sham gap (spin up / spin down): 0.2810 / 0.2811 hartree
- Spin multiplicity: 1
- Strongest force on any atom: 3.591 eV/Å

***

# 14
The following is a DFT calculation (ωB97M-V/def2-TZVPD) of the molecule C2HI2N3.

Each line ends with the Löwdin charge.
Cartesian coordinates (Å):
1 C 0.0890 1.2609 -1.4626  -0.435
2 C 1.3889 -0.4261 -0.6019  -0.565
3 N -0.3611 1.8206 -2.3553  0.184
4 N 0.5074 0.4449 -0.5609  -0.301
5 N -1.1133 -1.1352 1.6212  -0.616
6 I 2.0392 -1.3104 1.1327  0.850
7 I -1.0746 0.7759 1.5009  0.984
8 H -1.4755 -1.4307 0.7258  -0.101

Properties
- Net charge: 0
- Lowest unoccupied orbital energy (spin up / spin down): -2.27 / -1.56 eV
- ΔE to the lowest compared entry with this formula, charge and spin: 4.436 eV
- Kohn-Sham gap (spin up / spin down): 0.2492 / 0.2647 hartree
- Spin multiplicity: 1
- Strongest force on any atom: 2.704 eV/Å

***

# 15
The following is a DFT calculation (ωB97M-V/def2-TZVPD) of an isolated ion of composition C2HIN2O and charge +2.

Each line ends with the Löwdin charge.
Cartesian coordinates (Å):
1 C 1.8428 -0.6802 0.9349  0.357
2 C -0.2786 0.2787 0.4626  -0.634
3 N 0.7723 -0.2213 1.0992  0.038
4 N -0.2781 -0.2135 -0.9171  0.107
5 O 0.6531 -0.8110 -1.2986  0.339
6 I -1.5819 1.6598 1.2344  1.545
7 H -1.1296 -0.0125 -1.5154  0.248

Properties
- Net charge: +2
- Lowest unoccupied orbital energy (spin up / spin down): -15.26 / -15.26 eV
- ΔE to the lowest compared entry with this formula, charge and spin: 4.123 eV
- Kohn-Sham gap (spin up / spin down): 0.2369 / 0.2369 hartree
- Spin multiplicity: 1
- Strongest force on any atom: 4.970 eV/Å

***

# 16
The following is a DFT calculation (ωB97M-V/def2-TZVPD) of C2HInO2 as an isolated structure.

Each line ends with the Löwdin charge.
Cartesian coordinates (Å):
1 O -0.2961 -0.5031 -2.2107  0.146
2 C -0.3570 -0.6532 -1.0052  -0.192
3 C 0.4159 0.5453 0.4723  -0.119
4 O 0.2442 0.1572 1.6805  -0.109
5 H 1.3438 1.1176 0.2582  0.144
6 In -1.3508 -0.6639 0.8048  1.130

Properties
- Net charge: +1
- Lowest unoccupied orbital energy (spin up / spin down): -6.86 / -7.93 eV
- ΔE to the lowest compared entry with this formula, charge and spin: 0.000 eV
- Kohn-Sham gap (spin up / spin down): 0.2840 / 0.2567 hartree
- Spin multiplicity: 2
- Strongest force on any atom: 9.107 eV/Å

***

# 17
The following is a DFT calculation (ωB97M-V/def2-TZVPD) of C2HKLi2O2 as an isolated structure.

Each line ends with the Löwdin charge.
Cartesian coordinates (Å):
1 O 0.1286 1.6963 -0.4761  -0.595
2 C -0.1258 0.3683 -0.7523  -0.496
3 C -0.3867 -0.4186 0.3446  -0.467
4 K -1.7086 1.9942 0.8201  0.683
5 Li 1.6123 1.0273 1.5347  0.589
6 H -0.0523 0.0185 -1.8041  0.078
7 Li 0.4210 -3.0463 -0.2831  0.689
8 O 0.1114 -1.6399 0.6161  -0.480

Properties
- Net charge: 0
- Lowest unoccupied orbital energy (spin up / spin down): -0.37 / -0.37 eV
- ΔE to the lowest compared entry with this formula, charge and spin: 1.015 eV
- Kohn-Sham gap (spin up / spin down): 0.1318 / 0.1317 hartree
- Spin multiplicity: 1
- Strongest force on any atom: 2.130 eV/Å

***

# 18
The following is a DFT calculation (ωB97M-V/def2-TZVPD) of C2HLuO3 as an isolated structure.

Each line ends with the Löwdin charge.
Cartesian coordinates (Å):
1 H -1.1900 2.7183 -0.0349  0.171
2 O 0.5868 1.6800 0.0291  -0.124
3 O -1.4445 -2.3403 0.1092  0.421
4 O 0.7414 -1.7026 -0.0867  0.002
5 C -0.5910 1.8027 0.1667  0.235
6 C -0.2975 -2.2433 0.0090  -0.230
7 Lu 2.1948 0.0853 -0.1924  2.524

Properties
- Net charge: +3
- Lowest unoccupied orbital energy (spin up / spin down): -17.35 / -17.37 eV
- Kohn-Sham gap (spin up / spin down): 0.2251 / 0.3486 hartree
- Spin multiplicity: 2
- Strongest force on any atom: 6.805 eV/Å

***

# 19
The following is a DFT calculation (ωB97M-V/def2-TZVPD) of a 2-piece molecular cluster, C2HN2O2 overall.

Each line ends with the Löwdin charge.
Cartesian coordinates (Å):
1 C 1.8201 -0.2148 0.4510  -0.538
2 C -0.9310 0.3281 -0.5441  -0.452
3 N -1.6331 -0.7283 0.2809  -0.107
4 N -1.7181 0.5221 0.5294  -0.155
5 O 1.7607 -1.2275 -0.0933  0.145
6 O 2.1650 0.7598 0.9595  0.144
7 H -1.4636 0.5606 -1.5833  -0.037

Properties
- Net charge: -1
- Lowest unoccupied orbital energy: 3.84 eV
- ΔE to the lowest compared entry with this formula, charge and spin: 4.041 eV
- Kohn-Sham gap: 0.1936 hartree
- Spin multiplicity: 1
- Strongest force on any atom: 5.219 eV/Å

***

# 20
The following is a DFT calculation (ωB97M-V/def2-TZVPD) of a 2-piece molecular cluster, C2HN2O2 overall.

Each line ends with the Löwdin charge.
Cartesian coordinates (Å):
1 C -1.6556 0.8330 -0.8970  -0.395
2 C -0.6829 0.6503 -1.8294  0.128
3 N -2.6261 0.8787 -0.2159  0.091
4 N 1.7813 1.7428 -0.4623  -0.362
5 O 2.7492 1.2403 -1.0921  -0.198
6 O 1.8077 2.8974 -0.0008  -0.178
7 H -0.0875 1.3361 -2.1941  -0.086

Properties
- Net charge: -1
- Lowest unoccupied orbital energy (spin up / spin down): 2.10 / 1.58 eV
- ΔE to the lowest compared entry with this formula, charge and spin: 6.456 eV
- Kohn-Sham gap (spin up / spin down): 0.2215 / 0.1805 hartree
- Spin multiplicity: 1
- Strongest force on any atom: 5.034 eV/Å